[1]
Entry from OMol25: a molecular structure, C35H91AsF6N5O10 in a non-equilibrium geometry (the ωB97M-V functional and the def2-TZVPD basis).

Geometry (Å):
1 As 0.20 -0.25 -0.68
2 F 1.99 -0.71 -0.73
3 F -0.21 -1.86 -1.27
4 F -1.58 0.21 -0.52
5 F 0.63 1.44 -0.20
6 F 0.45 0.31 -2.42
7 F 0.03 -0.78 1.03
8 C -1.03 4.63 1.77
9 C 0.09 5.57 1.25
10 C 0.03 6.78 2.16
11 C 0.57 6.55 3.61
12 C 2.02 5.96 3.57
13 C 2.23 4.72 2.63
14 N 1.43 4.90 1.36
15 O 1.67 3.94 0.39
16 C 3.74 4.41 2.39
17 C 1.68 3.45 3.34
18 C -0.25 6.04 -0.16
19 H -0.96 4.48 2.85
20 H -0.81 3.70 1.24
21 H -2.03 4.96 1.49
22 H 0.70 7.53 1.74
23 H -0.94 7.28 2.15
24 H -0.12 5.94 4.20
25 H 0.54 7.51 4.13
26 H 2.22 5.69 4.60
27 H 2.72 6.78 3.44
28 H 4.28 5.11 1.75
29 H 4.27 4.65 3.31
30 H 3.92 3.38 2.08
31 H 1.56 2.66 2.59
32 H 2.27 3.06 4.17
33 H 0.68 3.50 3.78
34 H -1.21 6.53 -0.33
35 H -0.17 5.25 -0.91
36 H 0.53 6.70 -0.52
37 H 1.20 3.14 0.65
38 C 1.44 -5.02 1.35
39 C 0.28 -5.15 2.39
40 C -0.62 -3.86 2.34
41 C -1.68 -3.96 1.24
42 C -2.49 -5.24 1.28
43 C -1.62 -6.57 1.16
44 N -0.54 -6.40 2.13
45 O 0.11 -7.63 2.44
46 C -2.54 -7.70 1.71
47 C -1.14 -6.88 -0.24
48 C 0.88 -5.17 3.85
49 H 2.09 -5.85 1.61
50 H 2.11 -4.16 1.38
51 H 1.10 -5.15 0.32
52 H -1.04 -3.59 3.31
53 H 0.05 -3.04 2.05
54 H -1.15 -3.78 0.30
55 H -2.39 -3.13 1.25
56 H -3.29 -5.38 0.55
57 H -3.07 -5.28 2.20
58 H -3.46 -7.83 1.13
59 H -2.05 -8.66 1.84
60 H -2.86 -7.44 2.72
61 H -0.65 -7.85 -0.29
62 H -2.03 -6.83 -0.87
63 H -0.43 -6.20 -0.71
64 H 1.34 -6.16 3.88
65 H 0.08 -5.24 4.59
66 H 1.52 -4.36 4.20
67 H -0.30 -7.85 3.28
68 C -0.81 0.56 3.73
69 O -0.24 -0.70 3.58
70 H -0.81 1.04 2.75
71 H -1.85 0.54 4.07
72 H -0.23 1.21 4.38
73 H -0.21 -0.86 2.63
74 C -5.15 0.16 0.39
75 O -4.62 -0.43 -0.85
76 H -5.45 -0.56 1.15
77 H -4.50 0.88 0.88
78 H -6.02 0.81 0.28
79 H -3.68 -0.24 -0.82
80 C 3.73 -1.17 -4.04
81 O 5.03 -1.42 -3.56
82 H 2.97 -1.53 -3.35
83 H 3.61 -0.14 -4.37
84 H 3.53 -1.83 -4.89
85 H 5.54 -1.16 -4.34
86 C 3.68 -1.35 2.57
87 O 4.96 -0.95 2.10
88 H 3.24 -0.60 3.23
89 H 2.98 -1.61 1.77
90 H 3.72 -2.19 3.26
91 H 5.44 -0.55 2.82
92 C 1.27 3.47 -3.08
93 O 2.30 4.35 -2.69
94 H 0.51 3.27 -2.33
95 H 0.87 3.83 -4.03
96 H 1.62 2.45 -3.29
97 H 2.35 4.26 -1.74
98 C -6.57 5.52 -1.93
99 C -5.67 5.62 -0.69
100 C -4.84 4.35 -0.47
101 O -4.00 4.01 -1.58
102 C -2.93 3.17 -1.31
103 N -4.86 6.75 -1.02
104 H -7.24 4.66 -1.81
105 H -5.99 5.33 -2.84
106 H -7.23 6.39 -1.95
107 H -6.34 5.96 0.10
108 H -5.45 3.49 -0.23
109 H -4.26 4.51 0.44
110 H -2.04 3.65 -0.89
111 H -2.59 2.74 -2.25
112 H -3.28 2.38 -0.65
113 H -4.23 6.35 -1.70
114 H -4.34 6.79 -0.15
115 C 4.30 1.69 -0.09
116 C 4.99 0.77 -1.08
117 C 6.52 0.93 -1.12
118 O 7.02 -0.19 -1.88
119 C 8.28 0.08 -2.46
120 N 4.68 -0.59 -0.65
121 H 4.46 2.68 -0.52
122 H 4.80 1.67 0.88
123 H 3.23 1.54 -0.01
124 H 4.63 0.90 -2.10
125 H 6.90 0.87 -0.10
126 H 6.88 1.86 -1.54
127 H 9.05 0.38 -1.75
128 H 8.17 0.85 -3.22
129 H 8.74 -0.80 -2.93
130 H 4.60 -0.60 0.36
131 H 3.69 -0.58 -0.83
132 C -3.45 -7.12 -4.99
133 C -3.74 -5.61 -4.86
134 C -3.19 -5.03 -3.48
135 O -3.49 -3.66 -3.61
136 C -2.74 -2.80 -2.78
137 N -3.06 -4.89 -5.91
138 H -2.38 -7.28 -4.84
139 H -3.74 -7.52 -5.96
140 H -3.74 -7.73 -4.13
141 H -4.81 -5.42 -4.81
142 H -2.10 -5.10 -3.47
143 H -3.55 -5.57 -2.61
144 H -1.69 -3.08 -2.71
145 H -3.14 -2.95 -1.78
146 H -2.86 -1.78 -3.17
147 H -3.11 -3.92 -5.64
148 H -2.06 -5.03 -5.87

Computed properties:
E ... -5249.15381 Ha
Frontier orbital gap ... 7.86 eV
LUMO energy ... 2.067 eV
HOMO level ... -5.79 eV
F_max ... 3.33 eV/A
Total charge ... -1

***

[2]
Entry from OMol25: 2 unconnected molecules or ions with the total composition C5H10N2O in a non-equilibrium geometry (the ωB97M-V functional and the def2-TZVPD basis).

Geometry (Å):
1 N -1.17 -2.52 -0.01
2 C -0.76 -1.96 -1.20
3 C -1.25 -1.44 0.84
4 C -0.67 -0.36 0.25
5 N -0.27 -0.78 -1.01
6 C -0.20 1.05 2.30
7 C -0.35 1.05 0.80
8 H -0.73 -2.39 -2.20
9 H -1.63 -1.53 1.86
10 H 0.11 -0.11 -1.69
11 H -1.21 1.13 2.75
12 H 0.44 1.85 2.71
13 H 0.23 0.07 2.58
14 H -1.27 1.63 0.58
15 H 0.48 1.52 0.23
16 O 2.61 0.77 -3.28
17 H 2.40 1.65 -2.89
18 H 3.23 0.36 -2.63

Computed properties:
E ... -381.24568 Ha
Energy relative to the best compared isomer or geometry (same formula, charge and spin) ... 1.082 eV
Frontier orbital gap ... 8.63 eV
LUMO energy ... 0.331 eV
HOMO level ... -8.29 eV
F_max ... 4.38 eV/A
Structure (SMILES) ... CCc1cnc[nH]1.O

***

[3]
Entry from OMol25: a molecular structure, C23H22AuN6OSeSi in a non-equilibrium geometry (the ωB97M-V functional and the def2-TZVPD basis).

Geometry (Å):
1 Au -0.36 1.32 0.84
2 C -1.56 4.82 -0.54
3 C -0.51 4.12 -1.37
4 C 0.03 4.69 -2.51
5 C 1.00 3.93 -3.20
6 C 1.39 2.70 -2.73
7 C 0.80 2.19 -1.54
8 N -0.16 2.90 -0.95
9 N 1.16 1.04 -0.91
10 Si 1.37 -0.46 -1.69
11 C 2.95 -0.59 -2.72
12 C 1.49 -1.82 -0.41
13 C -0.07 -0.80 -2.85
14 H -2.46 5.01 -1.13
15 H -1.19 5.78 -0.19
16 H -1.81 4.19 0.32
17 H -0.28 5.67 -2.83
18 H 1.46 4.33 -4.10
19 H 2.16 2.14 -3.24
20 H 3.85 -0.42 -2.11
21 H 2.97 0.13 -3.54
22 H 3.03 -1.59 -3.16
23 H 2.39 -1.73 0.20
24 H 1.53 -2.80 -0.90
25 H 0.61 -1.80 0.24
26 H -0.10 -0.05 -3.65
27 H -1.01 -0.74 -2.29
28 H -0.01 -1.79 -3.31
29 Se 0.87 1.57 6.30
30 N 2.51 0.91 6.04
31 C 2.65 0.79 4.75
32 C 3.83 0.29 4.08
33 C 3.80 0.25 2.74
34 C 2.61 0.69 2.01
35 N 1.52 1.11 2.55
36 C 1.50 1.20 3.92
37 N 0.47 1.64 4.59
38 H 4.69 -0.02 4.66
39 H 4.64 -0.10 2.16
40 H 2.62 0.67 0.93
41 O -1.52 2.12 2.09
42 N -5.44 -7.12 -0.24
43 C -4.88 -6.13 -0.10
44 C -4.18 -4.89 0.08
45 C -4.75 -3.86 0.82
46 C -4.07 -2.67 0.99
47 C -2.81 -2.47 0.42
48 C -2.25 -3.51 -0.33
49 C -2.92 -4.70 -0.50
50 C -2.10 -1.24 0.59
51 C -1.49 -0.21 0.72
52 H -5.73 -4.00 1.27
53 H -4.51 -1.86 1.57
54 H -1.27 -3.36 -0.77
55 H -2.48 -5.50 -1.08

Computed properties:
E ... -4119.94414 Ha
Energy relative to the best compared isomer or geometry (same formula, charge and spin) ... 0.563 eV
Frontier orbital gap (spin up / spin down) ... 5.61 / 5.61 eV
LUMO energy (spin up / spin down) ... 1.253 / 1.253 eV
HOMO level (spin up / spin down) ... -4.36 / -4.36 eV
F_max ... 1.17 eV/A
Total charge ... -1

***

[4]
Entry from OMol25: 2 unconnected molecules or ions with the total composition C4H3F2O2 in a non-equilibrium geometry (the ωB97M-V functional and the def2-TZVPD basis).

Geometry (Å):
1 C -2.73 0.79 -0.95
2 C -1.79 0.12 -1.05
3 C 1.03 -0.57 0.36
4 C 1.64 0.59 0.56
5 O 1.01 -1.46 1.53
6 O 0.71 -1.11 -0.68
7 F 1.66 1.59 -0.45
8 F 1.90 1.22 1.71
9 H -3.43 1.57 -0.95
10 H 0.79 -2.36 1.31
11 H -0.78 -0.38 -1.40

Computed properties:
E ... -504.34282 Ha
Energy relative to the best compared isomer or geometry (same formula, charge and spin) ... 2.351 eV
Frontier orbital gap ... 6.81 eV
LUMO energy ... 4.066 eV
HOMO level ... -2.75 eV
F_max ... 6.49 eV/A
Total charge ... -1